Run i
{
  "formula": "C4H5ClN2O",
  "method": "ωB97M-V with the def2-TZVPD basis set",
  "species": ["O", "C", "C", "N", "N", "C", "C", "Cl", "H", "H", "H", "H", "H"],
  "positions_angstrom": [[2.184, -0.946, -0.663], [1.392, -1.226, 0.473], [-0.012, -0.763, 0.209], [-1.016, -1.593, 0.111], [-2.082, -0.820, -0.130], [-1.794, 0.498, -0.201], [-0.445, 0.578, 0.021], [0.511, 2.003, 0.080], [3.103, -1.058, -0.389], [1.759, -0.718, 1.363], [1.353, -2.302, 0.678], [-2.972, -1.274, -0.233], [-2.567, 1.242, -0.368]],
  "nbo_charge": [-0.705, -0.090, 0.092, -0.241, -0.326, -0.064, -0.162, 0.030, 0.469, 0.175, 0.183, 0.410, 0.230],
  "e_lumo_ha": 0.0332,
  "homo_lumo_gap_ha": 0.3682,
  "spin_multiplicity": 1,
  "charge": 0,
  "smiles": "OCc1n[nH]cc1Cl"
}

=====

Run ii
{
  "formula": "C4H5ClN2O",
  "method": "ωB97M-V with the def2-TZVPD basis set",
  "species": ["C", "C", "N", "C", "Cl", "C", "O", "N", "H", "H", "H", "H", "H"],
  "positions_angstrom": [[-2.005, -0.860, 0.025], [-0.564, -0.529, -0.079], [0.462, -1.409, -0.162], [1.605, -0.597, -0.081], [3.268, -1.170, 0.000], [1.280, 0.735, -0.024], [2.173, 1.775, -0.058], [-0.063, 0.764, -0.083], [-2.630, -0.634, -0.887], [-2.080, -1.933, 0.310], [-2.450, -0.303, 0.932], [1.650, 2.612, 0.153], [-0.646, 1.550, -0.046]],
  "nbo_charge": [-0.666, 0.322, -0.435, 0.002, 0.001, 0.358, -0.635, -0.542, 0.231, 0.258, 0.220, 0.479, 0.407],
  "e_lumo_ha": 0.0082,
  "homo_lumo_gap_ha": 0.3043,
  "spin_multiplicity": 1,
  "charge": 0,
  "smiles": "Cc1nc(Cl)c(O)[nH]1"
}

=====

Quick one: least stable of them? run i

=====

Run i
{
  "formula": "C40H41BrCdCl5IN5OS",
  "method": "ωB97M-V with the def2-TZVPD basis set",
  "species": ["Cd", "C", "N", "C", "C", "C", "C", "C", "N", "C", "C", "C", "C", "C", "C", "H", "H", "H", "H", "H", "H", "H", "H", "H", "H", "H", "Cl", "C", "C", "C", "Cl", "C", "Cl", "C", "Cl", "C", "Cl", "C", "C", "C", "C", "C", "C", "C", "Br", "C", "O", "C", "C", "C", "C", "C", "C", "H", "H", "H", "H", "H", "H", "H", "H", "H", "H", "H", "H", "H", "H", "H", "H", "H", "H", "H", "H", "I", "C", "C", "C", "C", "N", "C", "H", "H", "H", "H", "S", "C", "N", "C", "C", "N", "H", "H", "H", "H", "H", "H"],
  "positions_angstrom": [[0.132, 0.062, -0.268], [-3.213, 1.126, 1.299], [-1.763, 1.182, 1.213], [-1.151, 1.842, 2.129], [0.237, 2.120, 2.056], [1.049, 2.878, 2.913], [2.317, 2.886, 2.336], [2.215, 2.125, 1.163], [0.971, 1.674, 0.988], [-3.839, 2.435, 0.849], [-3.559, 2.968, -0.405], [-4.089, 4.185, -0.802], [-4.899, 4.907, 0.065], [-5.168, 4.400, 1.326], [-4.645, 3.172, 1.711], [-3.552, 0.949, 2.332], [-3.550, 0.293, 0.677], [-1.698, 2.264, 2.983], [0.738, 3.368, 3.825], [3.211, 3.363, 2.706], [2.996, 1.905, 0.449], [-2.895, 2.428, -1.058], [-3.864, 4.573, -1.788], [-5.313, 5.860, -0.238], [-5.782, 4.964, 2.018], [-4.871, 2.782, 2.697], [-2.544, 0.087, -2.386], [-1.660, -1.391, -2.505], [-0.584, -1.605, -1.639], [0.023, -2.855, -1.806], [1.372, -3.284, -0.828], [-0.396, -3.808, -2.735], [0.404, -5.332, -2.867], [-1.474, -3.535, -3.567], [-2.030, -4.710, -4.698], [-2.109, -2.309, -3.453], [-3.447, -1.946, -4.486], [8.023, -2.733, -0.789], [6.928, -2.827, 0.276], [7.508, -2.292, 1.595], [6.558, -4.308, 0.448], [5.682, -2.029, -0.103], [4.620, -1.942, 0.785], [3.477, -1.249, 0.447], [2.072, -1.239, 1.775], [3.264, -0.615, -0.804], [2.170, -0.028, -1.140], [4.391, -0.680, -1.695], [5.530, -1.377, -1.327], [4.290, -0.008, -3.072], [5.593, -0.127, -3.865], [3.986, 1.492, -2.916], [3.178, -0.693, -3.888], [8.898, -3.304, -0.467], [8.330, -1.698, -0.947], [7.684, -3.145, -1.741], [8.401, -2.857, 1.878], [6.786, -2.365, 2.408], [7.780, -1.240, 1.486], [7.434, -4.895, 0.742], [6.173, -4.709, -0.492], [5.786, -4.436, 1.207], [4.662, -2.421, 1.755], [6.346, -1.427, -2.034], [6.422, 0.350, -3.335], [5.477, 0.372, -4.830], [5.852, -1.171, -4.059], [4.792, 1.987, -2.367], [3.053, 1.639, -2.377], [3.899, 1.965, -3.900], [3.435, -1.741, -4.067], [3.044, -0.201, -4.857], [2.238, -0.658, -3.342], [-0.274, 6.431, -0.875], [-0.031, 4.616, -1.901], [0.307, 4.598, -3.243], [0.431, 3.363, -3.861], [0.225, 2.216, -3.110], [-0.101, 2.249, -1.822], [-0.231, 3.425, -1.221], [0.466, 5.515, -3.794], [0.677, 3.293, -4.912], [0.325, 1.231, -3.552], [-0.502, 3.412, -0.173], [-2.553, -2.749, 0.643], [-3.099, -3.225, 2.122], [-2.911, -4.438, 2.692], [-3.480, -4.557, 4.021], [-4.082, -3.155, 4.254], [-3.844, -2.487, 2.985], [-2.362, -5.146, 2.244], [-2.718, -4.799, 4.764], [-4.248, -5.334, 4.055], [-3.594, -2.640, 5.084], [-5.151, -3.209, 4.468], [-3.903, -1.491, 2.871]],
  "lowdin_charge": [1.329, -0.219, -0.025, -0.144, -0.387, -0.077, -0.111, -0.217, -0.111, -0.207, -0.054, -0.084, -0.104, -0.099, -0.056, 0.096, 0.078, 0.129, 0.087, 0.077, 0.096, 0.052, 0.103, 0.096, 0.095, 0.102, 0.664, -0.760, -0.312, -0.743, 0.697, -0.715, 0.645, -0.721, 0.650, -0.720, 0.639, -0.075, -0.563, -0.057, -0.053, -0.195, -0.118, -0.574, 0.702, -0.475, -0.283, -0.089, 0.006, -0.530, -0.082, -0.048, -0.042, 0.078, 0.085, 0.082, 0.077, 0.072, 0.088, 0.077, 0.087, 0.077, 0.091, 0.077, 0.084, 0.079, 0.080, 0.086, 0.055, 0.076, 0.087, 0.078, 0.059, 0.827, -0.696, -0.141, -0.057, -0.153, 0.028, -0.227, 0.093, 0.105, 0.106, 0.081, 0.682, -0.912, 0.002, -0.149, -0.148, 0.007, 0.131, 0.110, 0.108, 0.112, 0.107, 0.114],
  "e_lumo_ha": 0.0746,
  "homo_lumo_gap_ha": 0.2351,
  "spin_multiplicity": 1,
  "charge": -1
}

=====

Run ii
{
  "formula": "C40H41BrCdCl5IN5OS",
  "method": "ωB97M-V with the def2-TZVPD basis set",
  "species": ["Cd", "C", "N", "C", "C", "C", "C", "C", "N", "C", "C", "C", "C", "C", "C", "H", "H", "H", "H", "H", "H", "H", "H", "H", "H", "H", "Cl", "C", "C", "C", "Cl", "C", "Cl", "C", "Cl", "C", "Cl", "C", "C", "C", "C", "C", "C", "C", "Br", "C", "O", "C", "C", "C", "C", "C", "C", "H", "H", "H", "H", "H", "H", "H", "H", "H", "H", "H", "H", "H", "H", "H", "H", "H", "H", "H", "H", "I", "C", "C", "C", "C", "N", "C", "H", "H", "H", "H", "S", "C", "N", "C", "C", "N", "H", "H", "H", "H", "H", "H"],
  "positions_angstrom": [[0.231, -0.635, -0.473], [1.261, -1.412, 2.867], [1.496, -0.790, 1.570], [2.686, -0.392, 1.310], [3.093, 0.156, 0.045], [4.361, 0.581, -0.349], [4.236, 0.966, -1.696], [2.894, 0.745, -2.040], [2.203, 0.259, -0.993], [0.361, -0.588, 3.777], [0.637, -0.486, 5.138], [-0.203, 0.235, 5.987], [-1.338, 0.860, 5.476], [-1.623, 0.761, 4.113], [-0.777, 0.048, 3.273], [2.208, -1.607, 3.372], [0.782, -2.379, 2.703], [3.471, -0.501, 2.059], [5.253, 0.595, 0.271], [5.011, 1.345, -2.349], [2.414, 0.907, -2.995], [1.521, -0.972, 5.542], [0.026, 0.302, 7.047], [-2.000, 1.415, 6.136], [-2.508, 1.240, 3.696], [-1.000, -0.019, 2.215], [-1.231, -1.414, -3.358], [-0.226, -2.752, -2.810], [0.450, -2.652, -1.587], [1.216, -3.772, -1.274], [2.101, -3.820, 0.241], [1.312, -4.906, -2.085], [2.272, -6.272, -1.616], [0.615, -4.948, -3.287], [0.712, -6.341, -4.308], [-0.165, -3.858, -3.655], [-1.048, -3.896, -5.147], [-5.405, -1.844, 5.390], [-5.817, -0.897, 4.251], [-7.166, -1.357, 3.682], [-5.992, 0.502, 4.842], [-4.759, -0.911, 3.145], [-4.187, 0.241, 2.635], [-3.225, 0.158, 1.638], [-2.461, 1.786, 1.030], [-2.745, -1.051, 1.083], [-1.797, -1.159, 0.200], [-3.375, -2.236, 1.589], [-4.337, -2.124, 2.584], [-2.943, -3.616, 1.051], [-1.453, -3.857, 1.374], [-3.744, -4.747, 1.691], [-3.161, -3.705, -0.472], [-6.133, -1.793, 6.210], [-4.421, -1.564, 5.780], [-5.350, -2.884, 5.054], [-7.948, -1.327, 4.454], [-7.101, -2.381, 3.300], [-7.470, -0.709, 2.853], [-6.708, 0.463, 5.670], [-6.376, 1.210, 4.101], [-5.044, 0.889, 5.229], [-4.463, 1.223, 3.004], [-4.794, -3.035, 2.953], [-1.292, -3.842, 2.459], [-0.830, -3.094, 0.914], [-1.134, -4.835, 0.990], [-3.584, -4.801, 2.776], [-3.417, -5.698, 1.257], [-4.820, -4.642, 1.501], [-2.605, -2.928, -0.994], [-4.226, -3.594, -0.711], [-2.824, -4.682, -0.840], [1.389, 5.621, -2.235], [0.047, 4.036, -2.431], [-1.174, 4.215, -3.054], [-2.029, 3.125, -3.134], [-1.624, 1.918, -2.590], [-0.437, 1.746, -2.002], [0.390, 2.793, -1.918], [-1.456, 5.175, -3.462], [-3.002, 3.214, -3.598], [-2.284, 1.056, -2.607], [1.338, 2.633, -1.421], [1.110, 2.702, 1.346], [1.607, 3.451, 2.734], [2.099, 4.723, 2.861], [2.666, 4.960, 4.189], [1.974, 3.869, 5.012], [1.616, 2.910, 3.976], [2.468, 5.152, 2.032], [2.431, 5.955, 4.554], [3.750, 4.834, 4.200], [1.094, 4.256, 5.529], [2.641, 3.431, 5.748], [1.040, 2.099, 4.157]],
  "lowdin_charge": [1.356, -0.185, -0.055, -0.175, -0.399, -0.080, -0.116, -0.221, -0.073, -0.195, -0.068, -0.112, -0.094, -0.087, -0.063, 0.105, 0.093, 0.124, 0.090, 0.075, 0.095, 0.104, 0.093, 0.095, 0.051, 0.034, 0.629, -0.710, -0.241, -0.703, 0.643, -0.710, 0.632, -0.716, 0.641, -0.715, 0.634, -0.054, -0.562, -0.054, -0.072, -0.185, -0.136, -0.601, 0.803, -0.440, -0.283, -0.073, 0.012, -0.521, -0.053, -0.085, -0.039, 0.079, 0.088, 0.074, 0.080, 0.079, 0.088, 0.080, 0.084, 0.081, 0.091, 0.087, 0.087, 0.033, 0.085, 0.083, 0.083, 0.084, 0.050, 0.088, 0.084, 0.830, -0.712, -0.145, -0.064, -0.191, 0.040, -0.273, 0.092, 0.103, 0.075, 0.028, 0.677, -0.867, 0.005, -0.156, -0.152, 0.026, 0.120, 0.106, 0.111, 0.114, 0.110, 0.101],
  "e_lumo_ha": 0.0692,
  "homo_lumo_gap_ha": 0.2446,
  "spin_multiplicity": 1,
  "charge": -1
}

=====

Quick one: least stable of them? run i

=====

Run i
{
  "formula": "C32H24F3NO4P",
  "method": "ωB97M-V with the def2-TZVPD basis set",
  "species": ["C", "C", "N", "C", "P", "C", "F", "F", "F", "H", "H", "H", "H", "H", "H", "H", "H", "C", "C", "C", "C", "C", "C", "C", "O", "C", "C", "C", "C", "C", "C", "C", "O", "H", "H", "H", "H", "H", "H", "H", "H", "C", "C", "C", "C", "C", "C", "C", "O", "C", "C", "C", "C", "C", "C", "C", "O", "H", "H", "H", "H", "H", "H", "H", "H"],
  "positions_angstrom": [[3.091, -4.050, -2.756], [2.342, -2.672, -2.402], [2.862, -1.941, -1.456], [0.994, -2.261, -3.159], [-0.418, -2.769, -1.981], [-1.612, -4.046, -2.734], [-2.926, -3.781, -2.201], [-1.728, -3.888, -4.105], [-1.200, -5.315, -2.339], [3.683, -3.999, -3.719], [3.758, -4.393, -1.901], [2.253, -4.815, -2.928], [3.727, -2.400, -1.115], [0.847, -2.798, -4.143], [0.927, -1.134, -3.271], [0.115, -3.379, -0.786], [-1.165, -1.622, -1.561], [-4.653, 2.086, 3.957], [-4.599, 1.460, 5.199], [-4.273, 0.112, 5.287], [-4.009, -0.618, 4.129], [-4.087, 0.004, 2.881], [-4.398, 1.362, 2.799], [-3.858, -0.770, 1.641], [-3.920, -0.229, 0.549], [-3.559, -2.217, 1.744], [-3.398, -2.970, 0.581], [-3.105, -4.328, 0.667], [-2.962, -4.935, 1.913], [-3.126, -4.188, 3.073], [-3.435, -2.829, 2.990], [-3.644, -2.049, 4.233], [-3.523, -2.579, 5.321], [-4.899, 3.140, 3.891], [-4.811, 2.024, 6.101], [-4.227, -0.370, 6.258], [-4.446, 1.854, 1.834], [-3.506, -2.505, -0.392], [-2.988, -4.913, -0.238], [-2.727, -5.992, 1.979], [-3.019, -4.665, 4.041], [2.030, 6.798, -2.996], [1.230, 5.830, -3.599], [1.304, 4.507, -3.182], [2.190, 4.145, -2.167], [3.009, 5.111, -1.580], [2.918, 6.441, -1.990], [3.989, 4.732, -0.535], [4.701, 5.574, -0.020], [4.094, 3.310, -0.134], [5.050, 2.927, 0.806], [5.146, 1.596, 1.198], [4.281, 0.646, 0.659], [3.331, 1.024, -0.282], [3.242, 2.354, -0.687], [2.249, 2.736, -1.716], [1.494, 1.899, -2.192], [1.965, 7.832, -3.317], [0.546, 6.109, -4.393], [0.675, 3.759, -3.651], [3.543, 7.198, -1.528], [5.723, 3.663, 1.232], [5.893, 1.299, 1.926], [4.352, -0.391, 0.970], [2.665, 0.281, -0.701]],
  "nbo_charge": [-0.689, 0.284, -0.589, -0.722, 0.855, 0.787, -0.313, -0.286, -0.290, 0.260, 0.247, 0.215, 0.366, 0.296, 0.329, 0.119, 0.132, -0.187, -0.180, -0.146, -0.151, -0.069, -0.168, 0.518, -0.542, -0.060, -0.210, -0.222, -0.193, -0.141, -0.128, 0.534, -0.504, 0.227, 0.228, 0.245, 0.239, 0.226, 0.213, 0.227, 0.250, -0.183, -0.193, -0.172, -0.068, -0.145, -0.147, 0.535, -0.507, -0.135, -0.148, -0.185, -0.203, -0.186, -0.066, 0.530, -0.576, 0.226, 0.223, 0.231, 0.245, 0.246, 0.224, 0.210, 0.242],
  "e_lumo_ha": -0.1398,
  "homo_lumo_gap_ha": 0.2835,
  "spin_multiplicity": 1,
  "charge": 1
}

=====

Run ii
{
  "formula": "C32H24F3NO4P",
  "method": "ωB97M-V with the def2-TZVPD basis set",
  "species": ["C", "C", "N", "C", "P", "C", "F", "F", "F", "H", "H", "H", "H", "H", "H", "H", "H", "C", "C", "C", "C", "C", "C", "C", "O", "C", "C", "C", "C", "C", "C", "C", "O", "H", "H", "H", "H", "H", "H", "H", "H", "C", "C", "C", "C", "C", "C", "C", "O", "C", "C", "C", "C", "C", "C", "C", "O", "H", "H", "H", "H", "H", "H", "H", "H"],
  "positions_angstrom": [[3.345, 3.889, -2.856], [2.311, 2.890, -2.449], [1.155, 3.126, -2.019], [2.664, 1.424, -2.535], [3.003, 0.843, -0.850], [4.752, 0.138, -0.660], [4.708, -0.831, 0.233], [5.171, -0.360, -1.834], [5.571, 1.120, -0.239], [3.423, 3.955, -3.933], [3.113, 4.856, -2.446], [4.319, 3.575, -2.495], [0.937, 4.116, -2.028], [3.525, 1.223, -3.155], [1.799, 0.857, -2.860], [2.898, 1.892, 0.060], [2.095, -0.140, -0.449], [-2.439, -2.854, 4.808], [-2.440, -2.144, 6.003], [-1.409, -1.268, 6.295], [-0.365, -1.104, 5.395], [-0.357, -1.830, 4.198], [-1.401, -2.699, 3.907], [0.763, -1.695, 3.233], [0.769, -2.286, 2.171], [1.889, -0.782, 3.589], [2.970, -0.689, 2.724], [4.015, 0.172, 3.018], [3.982, 0.945, 4.176], [2.910, 0.843, 5.045], [1.863, -0.025, 4.757], [0.724, -0.141, 5.717], [0.696, 0.534, 6.721], [-3.249, -3.533, 4.582], [-3.249, -2.275, 6.709], [-1.407, -0.708, 7.219], [-1.391, -3.251, 2.978], [2.992, -1.302, 1.835], [4.864, 0.236, 2.355], [4.797, 1.618, 4.403], [2.878, 1.430, 5.951], [-3.574, -3.681, -4.950], [-2.192, -3.688, -4.796], [-1.558, -2.635, -4.162], [-2.303, -1.564, -3.683], [-3.692, -1.551, -3.851], [-4.322, -2.616, -4.480], [-4.516, -0.400, -3.380], [-5.718, -0.392, -3.517], [-3.810, 0.744, -2.735], [-4.535, 1.854, -2.322], [-3.887, 2.916, -1.713], [-2.510, 2.873, -1.508], [-1.788, 1.767, -1.918], [-2.431, 0.708, -2.537], [-1.609, -0.447, -2.991], [-0.403, -0.468, -2.805], [-4.067, -4.509, -5.441], [-1.610, -4.519, -5.172], [-0.486, -2.637, -4.034], [-5.395, -2.602, -4.599], [-5.604, 1.879, -2.480], [-4.454, 3.781, -1.396], [-2.007, 3.702, -1.028], [-0.723, 1.719, -1.777]],
  "nbo_charge": [-0.690, 0.308, -0.604, -0.773, 0.926, 0.800, -0.284, -0.293, -0.297, 0.259, 0.244, 0.225, 0.362, 0.284, 0.334, 0.085, 0.111, -0.182, -0.179, -0.151, -0.143, -0.070, -0.180, 0.525, -0.542, -0.052, -0.216, -0.221, -0.191, -0.145, -0.131, 0.541, -0.503, 0.226, 0.227, 0.244, 0.240, 0.223, 0.209, 0.227, 0.249, -0.174, -0.191, -0.153, -0.163, -0.043, -0.183, 0.525, -0.503, -0.133, -0.151, -0.180, -0.199, -0.188, -0.073, 0.565, -0.602, 0.227, 0.224, 0.230, 0.246, 0.246, 0.225, 0.214, 0.235],
  "e_lumo_ha": -0.1183,
  "homo_lumo_gap_ha": 0.3122,
  "spin_multiplicity": 1,
  "charge": 1
}

=====

Quick one: least stable of them? run i